Record 1
{"formula": "C3H2Br4", "method": "ωB97M-V with the def2-TZVPD basis set", "elements": ["Br", "C", "C", "H", "H", "Br", "Br", "C", "Br"], "coordinates": [[-1.0213, -1.7621, -1.8622], [-1.0128, 0.4158, 0.0726], [-1.1765, -0.8819, -0.1965], [-0.8739, 0.8140, 1.1658], [-1.1479, 1.1453, -0.8115], [2.7658, -0.7191, 0.2089], [-1.6083, -2.0706, 1.2219], [2.1646, 0.8977, 0.7373], [1.9104, 2.1609, -0.5364]], "lumo_energy_ev": -1.177, "multiplicity": 1, "relative_energy_kcal_mol": 72.76}



Record 2
{"formula": "C2H3Cl3N2O", "method": "ωB97M-V with the def2-TZVPD basis set", "elements": ["H", "C", "C", "O", "Cl", "Cl", "H", "H", "Cl", "N", "N"], "coordinates": [[-2.3799, 0.1796, -0.5429], [-0.1577, 0.2942, 0.0231], [1.4056, -0.1813, 0.3004], [-2.2377, -0.5633, 0.1278], [1.8150, -1.7990, -0.8216], [1.4572, -0.5024, 1.9218], [0.1726, 2.1456, -0.3773], [-0.7248, -1.5086, -0.3595], [2.1921, 1.2648, -0.2979], [-0.5993, 1.4449, -0.2412], [-0.9432, -0.7744, 0.2673]], "lumo_energy_ev": -0.636, "smiles": "[H]/N=C(/NO)C(Cl)(Cl)Cl", "multiplicity": 1, "relative_energy_kcal_mol": 0.00}



Record 3
{"formula": "C14H18BrO6P", "method": "ωB97M-V with the def2-TZVPD basis set", "elements": ["H", "H", "C", "H", "O", "H", "P", "C", "H", "C", "Br", "C", "C", "H", "C", "O", "C", "C", "H", "H", "H", "C", "C", "C", "C", "H", "H", "H", "O", "C", "H", "H", "H", "H", "O", "O", "O", "C", "H", "H"], "coordinates": [[0.7568, -1.7359, 2.3641], [5.1336, 1.4065, -4.3108], [-3.7029, 1.1660, 0.6967], [-1.5074, -0.9519, 2.3601], [2.2217, 0.9488, -2.4328], [0.0278, -2.9708, 1.2184], [5.1796, -0.3353, -2.8956], [1.3858, -1.4180, 0.2742], [-1.5857, -2.4925, -0.1555], [-1.0246, -0.9339, 1.3215], [5.6140, -2.9625, -0.7188], [-2.1947, 3.2445, 3.5467], [-2.7497, 0.9033, -0.5539], [-0.7286, 0.1359, 1.0987], [2.7849, -2.1918, 0.2560], [-2.2482, 3.4634, 1.1246], [-2.5117, 2.6982, 2.0643], [-2.0927, -1.5699, 0.3085], [-3.0109, -1.9558, 0.8511], [0.2459, 0.1949, -0.7506], [-2.3070, 4.3822, 3.4586], [3.9526, -1.8662, -0.7662], [2.4068, -0.0181, -1.6653], [3.7919, -0.8049, -1.6906], [0.2944, -1.8742, 1.3272], [-4.2805, 2.1321, 0.4603], [6.0039, -1.1130, -4.7572], [-3.1647, 1.4140, -1.4798], [5.0383, 1.3155, -3.3363], [-2.5186, -0.6345, -0.9169], [-4.4898, 0.3656, 0.8631], [-1.7946, -0.7173, -1.7899], [-2.9159, 2.7962, 4.2963], [-1.0953, 3.0746, 3.8190], [2.9318, -3.0676, 1.1327], [5.1956, -1.3729, -4.2554], [-3.0139, 1.3926, 1.9555], [1.2254, -0.3840, -0.6729], [-1.7267, 1.3771, -0.3523], [-3.5269, -1.0404, -1.2967]], "lumo_energy_ev": -1.599, "smiles": "CC(=O)OCCCCCCC1=CC(=O)C(P(O)O)=C(Br)C1=O", "multiplicity": 1}



Asked for E_HOMO across the records above, the calculation gives -8.95 -9.81 -8.26 eV in order.
Asked for energy across the records above, the calculation gives -10411.4042 -1643.2248 -3910.9471 hartree in order.